C31H49ClFPSn | ωB97M-V/def2-TZVPD

The value obtained for the total energy is -63296.0558 eV. The HOMO energy (spin up / spin down) comes out at -6.905 / -6.943 eV.

```
! wB97M-V def2-TZVPD RIJCOSX def2/J DEFGRID3
* xyz 0 1
Sn -0.125 0.022 2.290
Cl 1.862 -1.098 3.092
P 0.547 0.544 -0.210
C -3.456 -3.216 0.436
H -3.202 -3.473 -0.654
H -3.836 -2.216 0.745
C 2.304 0.710 -0.812
C -0.290 2.223 -0.358
C 2.482 0.722 -2.337
H 2.604 1.701 -0.418
C 3.930 1.083 -2.690
H 2.249 -0.273 -2.744
H 1.800 1.436 -2.822
C 4.945 0.138 -2.032
H 4.051 1.065 -3.780
H 4.125 2.111 -2.356
C 4.701 -0.056 -0.530
H 4.900 -0.839 -2.531
H 5.957 0.526 -2.191
C 3.232 -0.355 -0.200
H 5.330 -0.871 -0.153
H 5.002 0.857 0.004
H 2.963 -1.345 -0.600
H 3.092 -0.417 0.887
C -0.360 -0.702 -1.284
C -1.821 2.090 -0.233
H 0.073 2.745 0.547
C -2.469 3.476 -0.147
H -2.216 1.547 -1.106
H -2.100 1.496 0.652
C -2.061 4.378 -1.317
H -3.561 3.366 -0.122
H -2.173 3.949 0.801
C -0.543 4.443 -1.524
H -2.533 4.007 -2.238
H -2.449 5.389 -1.154
C 0.118 3.060 -1.577
H -0.313 4.985 -2.450
H -0.092 5.012 -0.699
H -0.178 2.540 -2.502
H 1.211 3.184 -1.615
C 0.400 -2.039 -1.332
H -1.308 -0.861 -0.732
C -0.463 -3.120 -1.989
H 1.322 -1.910 -1.919
H 0.706 -2.366 -0.326
C -0.968 -2.689 -3.372
H 0.127 -4.038 -2.083
H -1.304 -3.348 -1.321
C -1.601 -1.292 -3.384
H -0.117 -2.697 -4.070
H -1.689 -3.423 -3.750
C -0.728 -0.233 -2.697
H -1.795 -0.977 -4.417
H -2.574 -1.325 -2.871
H 0.186 -0.067 -3.287
H -1.264 0.727 -2.676
C -0.732 -5.097 1.114
C -3.910 -4.141 1.233
H -1.114 -5.150 0.007
C -3.492 -3.951 2.793
H -3.596 -5.201 0.961
C -2.291 -3.073 3.385
H -4.427 -3.372 2.947
H -3.428 -4.971 3.288
C -0.923 -3.878 3.474
H -2.153 -2.174 2.733
H -2.540 -2.760 4.431
C -0.308 -4.123 2.009
H -0.147 -3.283 3.992
H -1.150 -4.875 3.964
H -0.116 -3.259 1.343
H 0.457 -5.031 2.101
F 1.133 6.015 3.859
C 0.876 4.702 3.551
C 1.905 3.928 3.045
C 1.632 2.590 2.734
C 0.341 2.113 2.911
C -0.688 2.881 3.438
C -0.423 4.230 3.776
H 2.908 4.334 2.901
H 2.432 1.938 2.368
H -1.681 2.472 3.607
H -1.196 4.853 4.192
*
```

---

C31H49IN5O2OsP | ωB97M-V/def2-TZVPD

As for the expectation value of S²: 6.02. The value obtained for the total energy is -64331.9385 eV. The HOMO energy (spin up / spin down) comes out at -13.826 / -14.298 eV.

```
! wB97M-V def2-TZVPD RIJCOSX def2/J DEFGRID3
* xyz 2 5
Os 0.028 1.141 0.403
I -2.271 3.155 -0.255
C -2.213 2.585 1.748
C -3.013 3.184 2.692
C -2.962 2.694 3.990
C -2.141 1.611 4.274
C -1.367 1.079 3.268
N -1.379 1.572 2.017
H -3.665 4.004 2.416
H -3.563 3.151 4.768
H -2.098 1.178 5.266
H -0.719 0.233 3.445
O 1.012 3.595 -1.486
C 1.333 2.513 -1.926
N 1.121 1.278 -1.259
C 1.786 0.246 -1.968
O 1.906 -0.878 -1.554
C 2.319 0.849 -3.218
C 2.985 0.262 -4.271
C 3.353 1.090 -5.330
C 3.066 2.452 -5.313
C 2.403 3.036 -4.237
C 2.038 2.207 -3.198
H 3.206 -0.800 -4.275
H 3.874 0.667 -6.182
H 3.366 3.067 -6.153
H 2.182 4.097 -4.215
C 5.303 1.956 3.419
C 4.855 1.686 1.987
N 3.383 1.586 1.820
C 2.775 0.288 2.148
C 2.166 0.254 3.546
C 2.660 2.627 1.429
C 3.362 3.933 1.189
N 1.356 2.581 1.211
H 6.377 2.150 3.433
H 5.113 1.102 4.069
H 4.796 2.831 3.840
H 5.272 0.745 1.641
H 5.232 2.454 1.325
H 3.547 -0.469 2.050
H 2.026 0.044 1.396
H 2.932 0.415 4.304
H 1.717 -0.726 3.737
H 1.410 1.033 3.662
H 4.009 3.853 0.313
H 3.979 4.223 2.039
H 2.638 4.721 0.997
H 1.059 3.467 0.826
C 0.241 -2.997 0.833
C -0.659 -3.213 -0.397
C -1.482 -4.500 -0.265
C 0.276 -3.367 -1.608
P -1.769 -1.694 -0.583
N -0.948 -0.350 -0.147
C -3.245 -1.784 0.599
C -3.914 -0.400 0.700
C -4.304 -2.812 0.187
C -2.689 -2.118 2.000
C -2.316 -1.438 -2.359
C -3.410 -0.364 -2.391
C -1.119 -0.895 -3.158
C -2.871 -2.730 -2.981
H 0.945 -3.833 0.884
H -0.310 -2.973 1.773
H 0.828 -2.085 0.727
H -0.776 -5.335 -0.251
H -2.146 -4.657 -1.117
H -2.063 -4.560 0.652
H 0.924 -4.225 -1.399
H 0.922 -2.507 -1.747
H -0.251 -3.591 -2.530
H -4.579 -0.189 -0.132
H -3.185 0.402 0.767
H -4.521 -0.385 1.610
H -4.814 -2.530 -0.736
H -5.065 -2.844 0.974
H -3.913 -3.821 0.074
H -1.844 -1.475 2.256
H -2.378 -3.155 2.100
H -3.478 -1.944 2.736
H -3.121 0.540 -1.847
H -4.361 -0.729 -2.008
H -3.571 -0.084 -3.436
H -0.727 0.017 -2.704
H -1.468 -0.644 -4.164
H -0.308 -1.613 -3.258
H -3.606 -3.222 -2.343
H -2.098 -3.449 -3.235
H -3.381 -2.465 -3.912
*
```

---

C31H49N2O2PSi4TeTi | ωB97M-V/def2-TZVPD

As for the expectation value of S²: 0.76. The value obtained for the total energy is -111221.6504 eV. The HOMO energy (spin up / spin down) comes out at -10.127 / -10.165 eV. The value obtained for the energy above the lowest of the compared OMol25 structures with the same formula, charge and spin is 0.0 kcal per mole.

```
! wB97M-V def2-TZVPD RIJCOSX def2/J DEFGRID3
* xyz 1 2
Ti -0.248 -1.154 1.113
C 3.500 1.047 0.527
C 2.097 0.544 0.558
N 1.784 -0.544 1.199
O 2.783 -1.231 1.884
C 1.020 1.231 -0.122
C 1.162 2.520 -0.863
N -0.135 0.609 -0.017
O -1.208 1.031 -0.526
H 4.146 0.354 -0.021
H 3.886 1.140 1.543
H 3.561 2.010 0.031
H 3.582 -1.228 1.336
H 1.825 2.420 -1.724
H 1.552 3.312 -0.220
H 0.179 2.814 -1.222
C -6.202 1.315 -0.307
C -6.149 1.303 1.082
C -5.077 0.710 1.725
C -4.047 0.142 0.973
C -4.102 0.151 -0.417
C -5.185 0.738 -1.054
P -2.677 -0.664 1.817
C -3.427 -1.711 3.090
C -3.916 -2.944 2.651
C -4.515 -3.815 3.545
C -4.622 -3.461 4.885
C -4.139 -2.239 5.325
C -3.542 -1.359 4.430
C -1.677 0.577 2.682
C -0.624 0.072 3.462
C 0.384 0.920 3.920
C 0.346 2.264 3.597
C -0.703 2.770 2.830
C -1.704 1.936 2.364
H -7.044 1.773 -0.808
H -6.947 1.750 1.660
H -5.042 0.679 2.808
H -3.293 -0.281 -0.990
H -5.237 0.749 -2.134
H -3.825 -3.212 1.604
H -4.896 -4.766 3.199
H -5.087 -4.140 5.587
H -4.231 -1.964 6.368
H -3.173 -0.402 4.777
H -0.640 -0.967 3.784
H 1.186 0.525 4.531
H 1.125 2.926 3.952
H -0.732 3.824 2.588
H -2.493 2.322 1.733
C -0.950 -8.135 -0.840
Si -1.536 -6.359 -0.924
C -2.991 -6.092 0.227
C -2.060 -5.920 -2.664
Si 0.225 -4.956 -0.276
Te -0.599 -2.649 -0.988
Si 2.209 -5.186 -1.507
C 3.043 -6.807 -1.076
C 3.328 -3.741 -1.069
C 1.821 -5.139 -3.334
Si 0.626 -5.015 2.038
C 2.443 -4.856 2.453
C -0.081 -6.550 2.830
C -0.202 -3.480 2.782
H -1.773 -8.813 -1.078
H -0.579 -8.395 0.154
H -0.149 -8.322 -1.558
H -3.889 -6.564 -0.179
H -3.198 -5.024 0.338
H -2.807 -6.515 1.216
H -2.840 -6.605 -3.005
H -1.228 -5.979 -3.367
H -2.461 -4.905 -2.704
H 3.301 -6.863 -0.017
H 3.966 -6.916 -1.650
H 2.403 -7.660 -1.310
H 3.636 -3.785 -0.022
H 2.809 -2.795 -1.242
H 4.229 -3.757 -1.687
H 1.229 -6.005 -3.634
H 2.743 -5.149 -3.920
H 1.262 -4.238 -3.597
H 3.027 -5.660 2.001
H 2.605 -4.895 3.533
H 2.833 -3.905 2.088
H 0.330 -7.448 2.364
H -1.167 -6.586 2.722
H 0.154 -6.588 3.895
H 0.451 -2.640 2.491
H -0.201 -3.487 3.875
H -1.230 -3.339 2.439
*
```

---

C31H50BrN3OP2Pd | ωB97M-V/def2-TZVPD

As for the expectation value of S²: 2.02. The value obtained for the total energy is -131559.0955 eV. The HOMO energy (spin up / spin down) comes out at -13.194 / -13.339 eV.

```
! wB97M-V def2-TZVPD RIJCOSX def2/J DEFGRID3
* xyz 2 3
C 2.631 4.520 -1.119
C 1.646 3.723 -1.748
C 1.809 3.456 -3.151
C 2.871 4.096 -3.811
N 3.742 4.881 -3.191
C 3.644 5.106 -1.887
C 0.536 3.330 -0.942
C -0.289 2.695 -0.252
C -1.495 2.503 0.505
C -1.755 1.169 0.970
C -3.113 0.726 1.127
C -4.156 1.573 0.825
C -3.924 2.948 0.684
C -2.598 3.399 0.540
Pd -0.796 0.026 -0.660
P 1.440 -0.407 -0.972
H 1.169 2.772 -3.700
H 2.626 4.666 -0.038
H 3.020 3.943 -4.895
H 4.386 5.754 -1.407
H -2.401 4.452 0.324
H -0.927 0.551 1.436
H -4.775 3.633 0.645
H -3.295 -0.326 1.357
C 1.827 -2.086 -0.403
C 3.148 -2.722 -0.833
H 0.976 -2.721 -0.679
H 1.762 -2.020 0.693
H 3.233 -3.733 -0.419
H 3.247 -2.830 -1.919
H 4.021 -2.182 -0.456
C 2.022 -0.217 -2.675
C 3.450 0.243 -2.914
H 1.308 0.464 -3.144
H 1.874 -1.185 -3.159
H 3.718 0.147 -3.976
H 3.611 1.293 -2.660
H 4.181 -0.366 -2.372
C 2.418 0.676 0.125
C 3.896 0.403 0.447
H 1.842 0.703 1.066
H 2.286 1.677 -0.305
H 4.306 1.259 1.002
H 4.059 -0.475 1.083
H 4.518 0.304 -0.447
Br -5.893 0.730 0.468
P -1.608 -1.597 -1.969
C -0.619 -2.617 -3.105
C -1.305 -3.915 -3.516
H 0.354 -2.862 -2.647
H -0.388 -1.986 -3.977
H -0.605 -4.447 -4.171
H -1.498 -4.553 -2.646
H -2.234 -3.767 -4.079
C -2.381 -2.717 -0.768
C -3.769 -3.235 -1.170
H -2.451 -2.195 0.204
H -1.659 -3.541 -0.625
H -4.142 -3.802 -0.300
H -4.489 -2.418 -1.365
H -3.728 -3.910 -2.046
C -2.867 -0.590 -2.792
C -3.329 -1.212 -4.099
H -2.435 0.413 -2.982
H -3.692 -0.447 -2.081
H -3.972 -0.482 -4.601
H -2.490 -1.439 -4.766
H -3.922 -2.121 -3.950
C -2.602 -1.739 3.845
N -1.555 -0.893 4.361
C -1.890 0.188 5.264
C -0.696 0.583 6.087
C 0.558 0.721 5.273
N 0.714 -0.364 4.328
C 1.998 -0.471 3.663
C -0.364 -0.944 3.686
O -0.276 -1.519 2.580
H -2.229 -2.782 3.885
H -2.863 -1.506 2.790
H -3.485 -1.629 4.504
H -2.263 1.081 4.734
H -2.700 -0.158 5.905
H -0.532 -0.130 6.886
H -0.902 1.545 6.575
H 1.438 0.726 5.916
H 0.544 1.679 4.742
H 2.201 0.408 3.035
H 2.794 -0.518 4.404
H 1.977 -1.371 3.035
*
```

---

C31H50BrN3OP2Ru | ωB97M-V/def2-TZVPD

As for the expectation value of S²: 6.46. The value obtained for the total energy is -130627.6592 eV. The HOMO energy (spin up / spin down) comes out at -18.700 / -18.712 eV.

```
! wB97M-V def2-TZVPD RIJCOSX def2/J DEFGRID3
* xyz 4 5
C 1.857 4.264 -1.497
C 1.079 3.629 -2.478
C 1.356 3.870 -3.827
C 2.567 4.510 -4.141
N 3.406 4.920 -3.194
C 3.053 4.867 -1.913
C -0.084 2.869 -2.078
C -1.321 2.810 -1.894
C -2.257 2.445 -0.833
C -2.544 1.115 -0.601
C -3.249 0.623 0.572
C -3.478 1.712 1.516
C -3.358 3.081 1.233
C -2.724 3.443 0.041
Ru -2.146 0.631 2.327
P 0.903 -0.292 -0.201
H 0.646 3.585 -4.592
H 1.517 4.328 -0.466
H 2.847 4.664 -5.181
H 3.726 5.303 -1.172
H -2.609 4.487 -0.257
H -2.247 0.409 -1.359
H -3.681 3.811 1.981
H -3.744 -0.360 0.437
C 1.584 -1.988 0.073
C 2.753 -2.475 -0.781
H 0.724 -2.668 -0.043
H 1.857 -2.021 1.139
H 3.011 -3.494 -0.453
H 2.518 -2.521 -1.853
H 3.650 -1.857 -0.646
C 1.192 0.059 -1.978
C 2.526 0.654 -2.413
H 0.395 0.787 -2.202
H 0.946 -0.848 -2.553
H 2.470 0.877 -3.489
H 2.734 1.607 -1.906
H 3.373 -0.030 -2.267
C 2.096 0.820 0.677
C 3.570 0.425 0.680
H 1.733 0.852 1.720
H 1.950 1.835 0.269
H 4.126 1.178 1.258
H 3.724 -0.550 1.162
H 4.024 0.397 -0.319
Br -2.728 -0.057 4.496
P -1.495 -1.820 -1.995
C -0.425 -3.056 -2.928
C -1.083 -4.363 -3.391
H 0.400 -3.302 -2.232
H 0.051 -2.557 -3.791
H -0.355 -5.000 -3.920
H -1.445 -4.947 -2.535
H -1.914 -4.185 -4.086
C -2.595 -2.891 -0.939
C -4.112 -2.846 -1.076
H -2.321 -2.474 0.045
H -2.225 -3.926 -0.924
H -4.559 -3.475 -0.294
H -4.493 -1.826 -0.937
H -4.461 -3.248 -2.034
C -2.598 -1.014 -3.281
C -3.161 -1.826 -4.452
H -1.988 -0.184 -3.684
H -3.431 -0.547 -2.728
H -3.817 -1.182 -5.059
H -2.371 -2.190 -5.126
H -3.790 -2.664 -4.117
C -0.188 1.874 3.105
N 0.316 0.893 4.065
C 0.566 1.372 5.402
C 0.740 0.203 6.339
C 1.608 -0.852 5.677
N 0.936 -1.302 4.479
C 1.170 -2.661 4.025
C 0.267 -0.419 3.698
O -0.328 -0.813 2.646
H 0.609 2.598 2.871
H -1.046 2.446 3.503
H -0.441 1.367 2.133
H 1.485 1.972 5.371
H -0.251 2.027 5.739
H -0.245 -0.227 6.582
H 1.192 0.546 7.282
H 1.755 -1.715 6.337
H 2.601 -0.411 5.466
H 1.917 -2.723 3.216
H 1.555 -3.247 4.867
H 0.227 -3.111 3.687
*
```